{"formula": "C16H41N3O6V", "method": "ωB97M-V/def2-TZVPD", "species": ["V", "O", "C", "C", "O", "H", "H", "H", "H", "C", "O", "C", "C", "N", "C", "C", "O", "C", "H", "H", "H", "H", "H", "H", "H", "H", "H", "H", "H", "H", "H", "H", "H", "C", "C", "C", "O", "C", "N", "H", "H", "H", "H", "H", "H", "H", "H", "H", "H", "H", "C", "C", "C", "O", "C", "N", "H", "H", "H", "H", "H", "H", "H", "H", "H", "H", "H"], "coordinates": [[-1.9825, 22.7491, -4.5582], [-1.1786, 22.1055, -2.4326], [-0.8408, 23.3884, -1.8640], [-0.4083, 24.5460, -2.8517], [-0.8095, 24.6121, -4.2163], [-0.0839, 23.3164, -1.0830], [-1.6836, 23.5916, -1.2033], [0.6534, 24.5638, -2.6053], [-0.8175, 25.4798, -2.4661], [-7.0073, 20.0752, -4.0471], [-5.8209, 20.8337, -3.8167], [-5.7982, 21.5489, -2.5859], [-4.3755, 22.1481, -2.6238], [-4.2347, 23.2517, -3.5999], [-4.2768, 24.6038, -3.0121], [-5.3905, 25.0943, -2.1144], [-6.6187, 25.1297, -2.7920], [-7.7313, 25.5227, -2.0438], [-6.9640, 19.1847, -3.4201], [-6.8613, 19.6283, -5.0305], [-7.9073, 20.6538, -3.8391], [-5.9292, 21.0486, -1.6263], [-6.6428, 22.2325, -2.6720], [-3.7750, 21.2848, -2.9106], [-3.9488, 22.4801, -1.6773], [-5.1110, 23.0959, -4.0773], [-4.1226, 25.3312, -3.8092], [-3.4074, 24.8239, -2.3926], [-5.1565, 26.0294, -1.6056], [-5.5618, 24.3478, -1.3388], [-7.8324, 25.0301, -1.0768], [-8.6481, 25.2230, -2.5514], [-7.7476, 26.5883, -1.8147], [0.2020, 23.4160, -7.4834], [0.2328, 22.0751, -6.9736], [1.6698, 21.4765, -6.9404], [1.6745, 20.1120, -6.4699], [2.9646, 19.5584, -6.4972], [-0.1239, 22.0849, -5.6024], [0.5802, 23.4883, -8.5032], [0.6888, 24.2565, -6.9888], [-0.8151, 23.8044, -7.4315], [-0.3876, 21.3761, -7.5345], [2.3272, 22.0565, -6.2927], [1.9788, 21.3933, -7.9824], [3.4757, 19.6820, -7.4519], [2.8016, 18.4981, -6.3040], [3.5463, 20.1089, -5.7578], [0.6578, 22.6589, -5.3203], [0.2375, 21.1610, -5.4132], [-4.1256, 20.0796, -7.3208], [-3.2205, 21.1738, -6.8265], [-3.8704, 22.5435, -6.8420], [-2.9686, 23.5608, -6.3256], [-3.5092, 24.9301, -6.6214], [-2.7398, 20.8548, -5.5084], [-5.0320, 19.7532, -6.8109], [-3.5942, 19.1405, -7.4753], [-4.4724, 20.3802, -8.3094], [-2.4132, 21.2448, -7.5553], [-4.7963, 22.5027, -6.2684], [-4.1611, 22.7877, -7.8638], [-3.3261, 25.1165, -7.6796], [-3.0037, 25.7662, -6.1382], [-4.5583, 25.0099, -6.3366], [-2.3504, 19.9284, -5.6092], [-3.6003, 20.7916, -4.9833]], "forces_ev_per_a": [[1.884, 0.997, 1.779], [0.127, 1.568, -1.700], [-1.339, -1.684, -0.795], [-0.998, 0.401, 0.384], [-0.551, -2.356, 0.591], [0.889, -0.259, -0.159], [-0.890, 1.054, -0.089], [0.706, 0.296, -1.069], [0.113, 0.313, 0.917], [1.422, -0.661, 0.382], [-0.431, -0.780, 0.130], [0.730, 1.134, -0.363], [-0.133, 0.135, 0.876], [-0.305, -0.397, 0.741], [0.841, 1.431, 0.146], [-0.943, -1.643, 0.358], [-0.518, 0.265, -1.115], [-0.465, -0.112, 0.509], [-0.365, 0.039, 0.555], [-0.679, 0.618, -0.355], [-0.117, -0.052, -0.465], [-0.014, -1.049, -0.300], [0.123, 0.738, 0.330], [0.344, 0.197, -0.004], [-0.277, -0.167, 0.178], [0.022, 0.666, -1.070], [-0.249, -0.110, -0.330], [0.528, -0.790, -0.082], [0.226, 0.277, -0.294], [0.411, -0.128, 0.647], [0.518, -0.366, 0.312], [0.166, 0.279, -0.442], [0.052, 0.255, -0.266], [-0.557, 3.044, -2.136], [1.911, -1.977, -0.077], [-0.524, -1.180, -1.617], [-1.133, 0.989, -0.459], [-0.295, 0.214, 0.268], [-0.058, -0.509, 1.147], [-0.266, -0.121, -0.295], [0.689, -0.678, 0.868], [-0.280, -0.260, -0.427], [-0.075, 0.071, -0.241], [0.184, 0.377, -0.236], [0.728, 0.532, -0.108], [-0.156, -0.001, -0.340], [0.526, 0.111, 0.296], [0.453, -0.542, 0.312], [-0.411, 0.730, 1.632], [-0.667, -0.598, 1.656], [-0.745, -0.497, -1.731], [-0.228, 0.484, -0.669], [-0.076, 0.474, 0.003], [-1.233, 0.901, -0.712], [0.623, -0.820, -0.101], [-0.155, 0.489, 0.320], [0.066, 0.735, 0.781], [0.411, 0.088, 0.010], [-0.105, -0.164, -0.290], [0.362, -0.151, 0.243], [-0.112, 0.223, 0.378], [0.117, 0.116, -0.159], [-0.466, -0.266, -0.179], [0.594, -0.817, 0.674], [-0.071, -0.350, -0.206], [0.350, -0.149, 0.768], [-0.231, -0.608, 0.686]], "nbo_charge": [1.239, -0.961, -0.082, -0.092, -0.965, 0.132, 0.101, 0.130, 0.134, -0.251, -0.572, -0.099, -0.237, -0.647, -0.246, -0.073, -0.555, -0.249, 0.175, 0.191, 0.180, 0.188, 0.170, 0.225, 0.233, 0.370, 0.208, 0.237, 0.183, 0.157, 0.161, 0.190, 0.169, -0.638, -0.076, -0.075, -0.563, -0.242, -0.814, 0.207, 0.244, 0.236, 0.182, 0.174, 0.172, 0.164, 0.199, 0.172, 0.376, 0.373, -0.630, -0.080, -0.057, -0.584, -0.252, -0.843, 0.218, 0.219, 0.214, 0.201, 0.181, 0.192, 0.188, 0.237, 0.189, 0.382, 0.390], "largest_force_ev_per_a": 3.76, "e_lumo_ev": [0.340, 0.338], "multiplicity": 4, "orbital_gap_ev": [6.06, 6.35], "molar_mass_g_mol": 422.46, "s2": 3.756}

---

{"formula": "C30H44MnNO2P2", "method": "ωB97M-V/def2-TZVPD", "species": ["Mn", "O", "C", "C", "C", "C", "C", "C", "C", "C", "N", "H", "H", "H", "H", "H", "H", "H", "H", "H", "H", "H", "C", "P", "C", "C", "C", "C", "C", "C", "C", "P", "C", "C", "H", "H", "H", "H", "H", "H", "H", "H", "H", "H", "H", "H", "H", "H", "H", "H", "C", "C", "C", "C", "C", "C", "C", "C", "C", "C", "C", "C", "O", "H", "H", "H", "H", "H", "H", "H", "H", "H", "H", "H", "H", "H", "H", "H", "H", "H"], "coordinates": [[-0.3213, -0.2017, 0.4629], [1.7460, -0.2260, 0.0984], [2.7725, 0.7675, 0.0164], [2.6364, 1.5637, -1.2700], [1.1757, 1.9795, -1.4931], [0.6177, 2.6985, -0.2974], [0.8621, 4.0601, -0.1505], [0.4042, 4.7346, 0.9640], [-0.3100, 4.0215, 1.9153], [-0.5249, 2.6770, 1.7022], [-0.0690, 2.0032, 0.6303], [1.9256, -0.9941, -0.4738], [3.7477, 0.2903, 0.1109], [2.6297, 1.4136, 0.8824], [2.9759, 0.9732, -2.1238], [3.2801, 2.4451, -1.2107], [0.5771, 1.0993, -1.7037], [1.1057, 2.6250, -2.3687], [1.4113, 4.5760, -0.9271], [0.5912, 5.7936, 1.0845], [-0.7053, 4.4918, 2.8045], [-1.1041, 2.1132, 2.4184], [-3.8207, -1.1645, 0.0631], [-2.6397, 0.1392, 0.5280], [-3.2482, 1.5631, -0.4385], [-3.1376, 0.4921, 2.2511], [-4.3860, 1.0102, 2.5900], [-4.7218, 1.2111, 3.9190], [-3.8180, 0.8818, 4.9231], [-2.5799, 0.3542, 4.5951], [-2.2305, 0.1643, 3.2596], [-0.6510, -0.5835, 2.7336], [0.6244, 0.0697, 3.8626], [-0.8726, -2.2872, 3.3350], [-4.8409, -0.8503, 0.2857], [-3.5971, -2.0751, 0.6185], [-3.7338, -1.3761, -1.0016], [-4.2226, 1.9047, -0.0920], [-3.3427, 1.2480, -1.4782], [-2.5432, 2.3911, -0.3910], [-5.1047, 1.2600, 1.8184], [-5.6902, 1.6201, 4.1754], [-4.0834, 1.0322, 5.9611], [-1.8887, 0.0887, 5.3863], [0.2781, 0.1336, 4.8934], [0.9604, 1.0536, 3.5368], [1.4751, -0.6127, 3.8246], [-1.1435, -2.2733, 4.3914], [0.0427, -2.8568, 3.2034], [-1.6682, -2.7724, 2.7700], [-1.1760, -0.2045, -2.9942], [-0.9788, -1.6947, -3.2455], [-2.1619, -2.5197, -2.7315], [0.3191, -2.2989, -2.7354], [1.1773, -2.8547, -3.6762], [2.2655, -3.6274, -3.3144], [2.4441, -3.9154, -1.9760], [1.6226, -3.3836, -0.9821], [1.7757, -3.9740, 0.4144], [0.4520, -4.5950, 0.8744], [2.3883, -3.0657, 1.4779], [0.5860, -2.4844, -1.3558], [-0.1749, -1.8706, -0.4342], [-2.0950, 0.1412, -3.4753], [-0.3490, 0.3740, -3.4092], [-1.2583, 0.0131, -1.9281], [-0.9536, -1.8085, -4.3324], [-2.2049, -2.4770, -1.6428], [-2.0460, -3.5665, -3.0135], [-3.1078, -2.1583, -3.1455], [0.9615, -2.6948, -4.7273], [2.9207, -4.0487, -4.0647], [3.2314, -4.5998, -1.6785], [2.4879, -4.7948, 0.2961], [-0.3245, -3.8330, 0.9525], [0.5638, -5.0866, 1.8444], [0.1148, -5.3429, 0.1556], [1.7435, -2.2243, 1.7072], [3.3508, -2.6682, 1.1471], [2.5670, -3.6347, 2.3950]], "forces_ev_per_a": [[0.774, 0.779, -0.062], [-0.078, -0.234, 0.164], [-0.090, 0.069, -0.063], [-0.007, 0.002, 0.005], [0.066, 0.036, 0.103], [-0.011, -0.027, -0.053], [-0.019, 0.019, 0.003], [-0.004, -0.014, -0.009], [-0.003, 0.015, -0.018], [0.022, 0.012, -0.028], [-0.148, -0.234, 0.129], [0.105, 0.024, 0.066], [0.001, -0.017, -0.041], [0.006, -0.025, 0.044], [-0.024, -0.009, 0.005], [0.012, -0.015, 0.006], [-0.009, -0.031, -0.008], [0.000, 0.015, -0.001], [-0.001, 0.004, 0.012], [-0.002, -0.011, 0.003], [0.005, 0.003, -0.012], [0.028, -0.015, -0.018], [-0.038, 0.025, 0.001], [0.103, -0.145, -0.084], [-0.037, -0.018, -0.002], [-0.041, 0.014, -0.012], [0.007, 0.010, 0.021], [0.008, 0.000, -0.006], [0.003, -0.003, -0.013], [0.006, 0.018, -0.003], [-0.007, 0.013, 0.031], [0.066, -0.085, -0.150], [-0.019, -0.014, -0.005], [-0.005, 0.019, -0.022], [-0.003, 0.005, 0.022], [0.011, -0.017, -0.019], [-0.037, 0.045, 0.093], [-0.018, -0.016, -0.018], [0.026, 0.022, -0.002], [-0.004, 0.016, 0.028], [0.005, -0.010, 0.015], [0.008, -0.006, -0.001], [0.001, 0.002, -0.004], [-0.013, 0.011, -0.005], [0.008, -0.032, 0.006], [-0.021, 0.012, 0.009], [0.019, 0.021, -0.018], [-0.001, 0.006, 0.004], [0.070, -0.050, -0.038], [0.012, 0.003, -0.009], [-0.006, -0.006, -0.090], [-0.049, -0.034, 0.011], [0.027, -0.021, 0.028], [0.000, 0.037, -0.005], [-0.046, 0.101, -0.067], [0.049, -0.025, 0.015], [0.083, 0.059, 0.002], [-0.076, 0.113, 0.064], [-0.098, -0.063, 0.023], [0.009, 0.046, 0.044], [0.070, -0.023, -0.052], [0.101, 0.048, 0.095], [-0.653, -0.529, 0.013], [0.005, -0.005, 0.011], [-0.036, -0.012, -0.021], [-0.013, 0.015, 0.030], [0.025, -0.048, -0.005], [0.067, -0.055, -0.100], [-0.019, 0.004, -0.042], [0.028, 0.007, 0.000], [-0.002, -0.010, 0.017], [-0.002, 0.004, 0.005], [-0.018, 0.015, -0.001], [-0.040, -0.033, -0.035], [0.028, -0.029, -0.011], [0.026, 0.012, -0.015], [0.001, 0.001, 0.006], [-0.155, 0.186, 0.063], [-0.002, 0.002, -0.004], [-0.039, 0.050, -0.024]], "mulliken_spin": [1.044, -0.009, 0.006, -0.001, 0.029, 0.002, -0.003, 0.005, 0.000, 0.014, -0.020, 0.000, 0.000, -0.001, 0.000, 0.000, -0.006, 0.001, 0.000, 0.000, 0.000, -0.002, -0.003, -0.032, -0.005, 0.013, -0.002, 0.001, -0.001, 0.003, 0.002, -0.031, -0.001, -0.004, 0.000, -0.001, 0.002, -0.001, 0.002, -0.001, 0.000, 0.000, 0.000, 0.000, 0.002, -0.004, -0.001, -0.002, 0.001, 0.001, -0.023, 0.008, -0.001, -0.018, 0.000, 0.001, 0.001, 0.001, -0.002, -0.001, 0.006, -0.002, 0.037, 0.000, 0.001, -0.006, 0.001, 0.001, 0.000, 0.000, 0.000, 0.000, 0.000, 0.000, 0.001, 0.000, 0.000, -0.001, 0.000, 0.000], "largest_force_ev_per_a": 1.10, "e_lumo_ev": [-2.486, -2.627], "total_charge": 1, "multiplicity": 2, "orbital_gap_ev": [7.33, 7.14], "molar_mass_g_mol": 567.57, "s2": 0.924}